Record 1
Formula: C5H7BrNS
Source: the OMol25 dataset
Level of theory: ωB97M-V/def2-TZVPD

Geometry as XYZ:
```
15
Properties=species:S:1:pos:R:3:forces:R:3
Br 2.320 1.442 -0.030 -0.42 -1.17 0.31
S 0.952 -2.737 0.113 0.39 0.64 0.28
N 0.177 -0.351 -0.375 -0.78 -2.74 -0.49
C 2.048 -1.442 0.339 -1.78 0.08 -0.41
C -0.731 0.723 -0.664 -1.86 2.11 -1.38
C -1.390 1.281 0.624 2.64 -0.62 0.76
C 1.462 -0.279 0.026 1.16 2.64 -0.25
C -0.208 -1.646 -0.368 -0.27 0.11 -0.58
H -0.553 1.766 1.205 -1.05 -0.44 -0.28
H -2.078 2.000 0.383 -1.37 2.26 -1.03
H -2.008 0.679 1.293 0.64 -0.96 -0.31
H 2.866 -1.394 0.943 2.57 -0.76 1.02
H -1.464 0.447 -1.455 0.25 -0.73 0.93
H -0.264 1.563 -1.274 0.22 -1.02 1.38
H -1.128 -2.051 -0.761 -0.32 0.59 0.06
```
Forces are in eV/Å.

Summary:
LUMO level	-4.7	eV
relative energy (zero: lowest compared OMol25 entry of this formula, charge and spin)	0.0	kcal/mol
gap between HOMO and LUMO	9.6	eV
charge	+1

Charges per atom according to Löwdin partitioning, unit e: 0.871 1.203 -0.146 -0.342 -0.206 -0.042 -0.710 -0.318 0.091 0.047 0.091 0.067 0.143 0.133 0.120

***

Record 2
Formula: C4H6O3Tm
Source: the OMol25 dataset
Level of theory: ωB97M-V/def2-TZVPD

Geometry as XYZ:
```
14
Properties=species:S:1:pos:R:3:forces:R:3
Tm -2.347 -0.461 0.132 1.30 1.77 -0.03
O -1.372 0.557 -1.605 -0.22 -0.98 0.72
O 0.019 -0.804 0.231 -0.74 -0.17 0.15
O -1.562 1.229 1.084 -0.97 -1.67 0.43
C 0.430 0.561 -0.012 -0.77 1.08 -0.15
C -0.182 1.362 1.158 1.09 0.88 -0.59
C -0.341 1.217 -1.290 1.14 0.07 0.12
C 0.723 -1.753 -0.546 0.34 -0.49 -0.40
H 0.297 1.063 2.113 -0.53 -0.17 -0.22
H 1.528 0.636 -0.034 -0.34 -0.06 -0.22
H 1.654 -2.043 -0.035 -0.26 0.09 -0.13
H 0.081 -2.636 -0.659 0.22 0.11 0.00
H 0.969 -1.352 -1.541 -0.17 -0.10 0.30
H 0.101 2.423 1.006 -0.08 -0.37 0.03
```
Forces are in eV/Å.

Summary:
LUMO level (alpha / beta)	-0.1 / -0.7	eV
expectation value of S²	3.75
spin multiplicity	4
gap between HOMO and LUMO (alpha / beta)	6.1 / 6.3	eV

Charges per atom according to Löwdin partitioning, unit e: 1.347 -0.326 -0.376 -0.443 -0.344 -0.325 -0.130 -0.088 0.122 0.146 0.102 0.085 0.107 0.123

***

Record 3
Formula: C25H37BO10
Source: the OMol25 dataset
Level of theory: ωB97M-V/def2-TZVPD

Geometry as XYZ:
```
73
Properties=species:S:1:pos:R:3:forces:R:3
O 3.067 -2.773 -1.947 -1.01 1.74 -1.50
O 0.219 -6.346 -6.306 0.00 0.14 -0.40
O -1.271 2.506 -4.157 1.22 0.05 4.03
O 0.213 1.644 4.216 0.92 -1.94 -0.50
O 0.357 -5.135 -8.106 -0.05 -0.31 0.27
O -2.517 1.969 0.882 3.22 0.46 -2.99
O -0.648 6.746 7.298 0.00 -0.27 -0.25
O -1.592 4.708 6.946 0.26 0.37 -0.08
O -0.248 -7.317 -8.307 0.13 0.38 0.27
O -0.181 5.686 5.458 -0.23 0.26 0.45
C -0.049 -7.595 -5.671 -0.07 -0.36 0.27
C -1.161 3.806 -2.004 -0.68 -0.67 2.55
C 0.524 0.196 -2.908 -1.05 -0.01 2.84
C -0.717 1.063 -0.655 2.00 -2.03 -2.19
C -1.725 -0.020 4.415 -0.49 -0.36 0.00
C 0.244 -5.004 -9.522 -0.02 0.11 -0.44
C 0.781 -1.201 -0.672 -1.19 3.09 -1.81
C -1.333 6.812 8.547 -0.17 0.08 0.37
C -0.378 1.219 -2.172 0.99 -1.74 1.27
C -1.641 -1.424 3.636 -0.02 -0.11 -0.21
C 0.076 -6.364 -7.642 0.02 0.06 0.05
C -0.108 -0.148 0.086 0.19 0.04 -2.10
C 1.613 -1.695 -5.495 -0.86 -0.06 0.29
C -0.404 -0.294 1.645 -0.13 0.25 -0.59
C 2.065 -2.742 -4.363 0.25 0.06 -0.84
C -1.504 3.656 -0.635 1.00 -1.19 -2.56
C -0.969 2.506 -2.942 -0.26 -0.04 -1.06
C 2.136 2.297 2.650 0.54 0.44 0.09
C 1.625 1.492 3.947 1.32 0.44 -0.21
C -1.630 -1.257 2.015 0.32 -0.20 1.30
C -0.880 5.619 6.602 0.12 0.02 -0.19
C -0.333 4.546 4.611 0.02 -0.33 -0.17
C -0.317 0.519 4.977 -1.38 0.56 1.35
C 1.124 -1.046 -2.205 -2.40 2.84 2.77
C -1.659 2.171 -0.020 -1.39 0.33 1.20
B 2.087 -2.169 -2.852 1.12 -0.68 0.80
H -1.016 6.000 9.205 -0.16 -0.01 -0.14
H -0.684 -1.967 3.979 -1.34 0.73 -0.63
H 0.097 -7.461 -4.598 0.05 0.25 -0.18
H -2.619 -0.779 1.701 1.40 -0.67 0.25
H -0.779 -5.206 -9.848 0.15 -0.14 0.03
H -2.261 0.743 3.731 1.11 -0.94 1.11
H 2.190 1.940 4.853 -0.67 -1.01 -1.29
H 1.371 -3.649 -4.406 0.89 1.04 0.02
H 0.645 -8.362 -6.021 -0.18 0.05 -0.09
H 0.749 0.404 -4.001 -0.38 -0.32 1.66
H -2.415 6.787 8.396 0.12 -0.16 0.03
H -1.542 -2.321 1.585 -0.04 1.73 0.33
H 0.274 4.708 3.719 0.02 0.22 0.21
H 0.023 3.645 5.110 -0.25 0.17 -0.05
H 1.619 -2.185 -6.535 0.29 0.87 1.58
H -2.437 -0.158 5.315 1.25 0.22 -1.32
H 2.904 1.682 2.042 -1.37 0.81 1.03
H -0.685 0.757 2.023 0.63 -1.72 -0.44
H 1.221 -2.089 -0.096 -0.83 1.54 -0.91
H -1.375 4.431 4.303 0.08 -0.10 0.16
H 3.513 -2.080 -1.417 -0.71 -0.67 -0.08
H 2.714 3.240 2.985 -1.07 -1.38 -0.56
H 0.548 -0.643 2.202 -1.45 0.48 -0.99
H -0.542 0.941 6.032 0.44 -0.67 -1.52
H -1.073 7.760 9.020 0.13 -0.06 -0.28
H 1.306 2.624 1.938 0.95 -0.58 1.06
H 0.948 -5.668 -10.028 -0.19 -0.05 0.06
H 0.517 -1.364 -5.325 1.74 -0.49 -0.22
H 0.432 -0.329 5.135 -0.88 1.12 -0.58
H 3.122 -3.105 -4.667 -1.67 0.38 0.74
H -1.073 4.876 -2.400 -0.19 -1.93 0.16
H 0.493 -3.975 -9.782 0.01 -0.08 0.31
H -1.083 -7.901 -5.843 0.16 -0.04 -0.12
H 1.941 0.391 3.789 -0.76 1.62 0.52
H 2.271 -0.756 -5.439 -0.90 -1.41 -0.39
H -2.515 -2.112 3.949 1.30 1.18 -0.59
H -1.667 4.550 0.047 0.05 -1.44 -0.96
```
Forces are in eV/Å.

Summary:
LUMO level	-1.4	eV
SMILES	CCOCCCCCc1cc(B(O)CC)cc2c1C(=O)C=CC2=O.COC(=O)OC.COC(=O)OC
gap between HOMO and LUMO	7.7	eV

Charges per atom according to Löwdin partitioning, unit e: 0.038 -0.008 0.047 -0.246 -0.008 0.036 -0.004 0.120 0.124 0.001 -0.047 0.014 0.044 0.001 -0.165 -0.047 0.060 -0.050 -0.023 -0.209 -0.601 -0.075 -0.144 -0.177 -0.158 0.014 -0.275 -0.090 -0.267 -0.179 -0.599 -0.038 -0.196 -0.034 -0.265 -0.364 0.098 0.106 0.093 0.115 0.099 0.124 0.129 0.111 0.099 0.092 0.098 0.115 0.092 0.079 0.077 0.114 0.081 0.094 0.114 0.105 0.098 0.077 0.122 0.130 0.093 0.071 0.099 0.078 0.120 0.115 0.120 0.093 0.099 0.113 0.082 0.110 0.119

***

Record 4
Formula: C5H8O2
Source: the OMol25 dataset
Level of theory: ωB97M-V/def2-TZVPD

Geometry as XYZ:
```
15
Properties=species:S:1:pos:R:3:forces:R:3
O 1.102 0.943 -0.294 0.19 -0.05 -0.07
O -0.784 -1.566 1.366 -0.55 -0.24 -0.41
C -0.981 0.773 0.745 0.52 -0.14 -0.22
C -0.433 -0.456 0.701 -0.10 0.16 -0.01
C 0.771 -0.442 -0.216 0.09 -0.21 0.16
C 0.333 -0.931 -1.604 0.05 -0.06 0.00
C 0.235 1.637 0.610 -0.03 0.58 -0.13
H 0.034 2.659 0.290 0.22 -0.04 -0.33
H -1.963 1.084 0.439 -0.53 -0.03 1.15
H 0.730 1.676 1.598 -0.04 0.31 -0.30
H -0.534 -0.352 -1.942 0.19 -0.08 0.15
H 1.625 -1.023 0.152 0.01 0.11 0.01
H -1.344 -1.238 2.086 -0.09 -0.39 -0.23
H 0.066 -1.994 -1.609 0.09 0.13 0.09
H 1.142 -0.771 -2.323 -0.01 -0.04 0.14
```
Forces are in eV/Å.

Summary:
LUMO level	0.7	eV
SMILES	C[C@H]1OCC=C1O
relative energy (zero: lowest compared OMol25 entry of this formula, charge and spin)	58.8	kcal/mol
gap between HOMO and LUMO	9.0	eV

Charges per atom according to Löwdin partitioning, unit e: -0.095 0.097 -0.027 -0.319 -0.321 -0.017 -0.198 0.116 0.110 0.117 0.091 0.152 0.125 0.086 0.083

***

Record 5
Formula: C10H21Cl2LuP
Source: the OMol25 dataset
Level of theory: ωB97M-V/def2-TZVPD

Geometry as XYZ:
```
35
Properties=species:S:1:pos:R:3:forces:R:3
Lu -0.332 -1.305 0.078 -2.59 2.28 2.02
Cl -2.018 -0.997 -1.595 -1.49 0.09 -0.97
Cl 0.186 -2.165 2.269 0.08 -0.59 1.69
P -2.043 0.367 1.781 -0.40 0.04 0.38
C 1.203 0.349 -0.206 -0.87 -2.15 -2.53
C -2.813 -0.524 3.195 -0.01 0.05 -0.06
C -1.274 1.781 2.666 0.04 0.05 -0.09
C 0.777 -2.836 -0.927 0.93 0.07 0.90
C -3.531 1.165 1.063 0.04 0.05 -0.04
C 1.534 -1.358 -1.078 3.62 -1.96 0.25
C 1.612 -1.087 -2.593 0.74 0.33 0.67
C 2.651 -0.014 -2.898 -0.62 0.22 -0.57
C 2.259 1.176 -0.729 0.78 1.22 -0.66
C 2.255 1.303 -2.261 0.44 0.07 0.06
H -3.212 1.855 0.273 -0.14 -0.14 0.11
H 2.243 2.215 -0.305 -0.22 -0.78 -0.05
H 0.615 -0.799 -2.912 -0.15 0.27 -0.19
H -2.026 -0.834 3.890 -0.17 0.00 -0.16
H 2.548 -1.483 -0.546 -1.27 0.22 -1.34
H 1.864 -1.993 -3.162 -0.03 -0.02 0.52
H -4.153 0.386 0.607 0.11 0.20 0.03
H -3.302 -1.424 2.804 0.05 0.12 0.15
H -2.042 2.438 3.096 0.20 -0.11 0.00
H -4.101 1.704 1.833 0.07 -0.07 -0.19
H 1.154 -3.546 -0.118 -0.06 1.15 -1.33
H 2.729 0.112 -3.985 0.08 -0.03 -0.02
H -3.554 0.106 3.706 0.13 -0.12 -0.02
H 3.198 0.739 -0.380 0.89 0.21 -0.36
H 0.695 0.883 0.570 -1.02 -1.37 1.45
H -0.622 1.391 3.456 -0.09 0.11 -0.18
H 0.321 -3.297 -1.814 0.70 0.51 0.10
H 1.251 1.584 -2.613 0.18 -0.01 0.25
H -0.663 2.347 1.952 -0.11 -0.03 0.21
H 2.953 2.076 -2.584 0.17 0.23 -0.05
H 3.637 -0.317 -2.534 -0.01 -0.11 0.03
```
Forces are in eV/Å.

Summary:
LUMO level	3.1	eV
relative energy (zero: lowest compared OMol25 entry of this formula, charge and spin)	0.0	kcal/mol
gap between HOMO and LUMO	5.7	eV
charge	-1

Charges per atom according to Löwdin partitioning, unit e: 0.612 -0.201 -0.192 0.696 -0.307 -0.325 -0.295 -0.370 -0.320 -0.400 -0.241 -0.239 -0.359 -0.235 0.037 0.111 0.080 0.013 0.120 0.105 0.028 0.035 0.034 0.031 0.006 0.097 0.033 0.088 -0.023 0.041 0.008 0.113 0.028 0.088 0.106

***

Record 6
Formula: C16H24FN3O
Source: the OMol25 dataset
Level of theory: ωB97M-V/def2-TZVPD

Geometry as XYZ:
```
45
Properties=species:S:1:pos:R:3:forces:R:3
F 5.198 -0.805 -0.474 -0.10 -0.03 0.03
O -2.303 0.686 1.345 0.02 0.15 0.37
N -1.590 1.258 -0.719 0.08 0.06 -0.34
N -2.643 -0.787 -0.352 -0.13 -0.07 0.08
N -0.786 -2.697 0.096 0.06 0.06 0.10
C 3.165 -0.074 0.464 0.29 -0.06 -0.11
C -2.131 -3.038 0.513 -0.03 -0.05 -0.10
C 1.241 4.119 1.103 -0.09 0.11 -0.22
C 0.267 2.841 -0.871 -0.18 0.26 0.08
C -0.791 -2.103 -1.236 -0.07 -0.11 -0.27
C -2.182 0.405 0.164 -0.17 -0.05 -0.16
C 0.852 4.162 -0.370 0.04 -0.21 -0.01
C 1.349 -1.644 0.694 -0.01 0.05 0.09
C 3.445 -2.365 -0.253 0.17 0.10 -0.02
C -3.062 -1.805 0.601 -0.12 -0.02 0.26
C 3.934 -1.082 -0.086 -0.12 0.05 0.04
C 1.868 -0.365 0.851 -0.05 -0.22 -0.02
C -1.125 2.562 -0.306 0.27 0.06 0.09
C -2.122 -1.392 -1.558 0.29 -0.01 -0.01
C -0.059 -1.950 1.119 -0.04 -0.05 0.10
C 2.149 -2.639 0.143 0.00 0.16 0.07
H 3.581 0.915 0.580 0.07 0.10 0.00
H -4.096 -2.096 0.383 0.04 -0.04 0.08
H 1.251 0.409 1.284 -0.09 0.10 0.03
H -1.669 1.103 -1.709 -0.04 -0.11 0.08
H 1.740 -3.629 0.020 -0.05 -0.13 -0.04
H -2.083 -3.536 1.483 -0.07 -0.05 -0.04
H 1.739 4.396 -0.962 -0.06 0.08 -0.03
H -0.620 -2.902 -1.969 0.02 0.14 -0.10
H -2.870 -2.113 -1.900 0.06 0.10 -0.07
H -2.521 -3.756 -0.215 -0.06 -0.04 0.09
H 0.126 4.961 -0.532 0.03 0.09 -0.08
H 0.373 3.948 1.734 -0.05 -0.03 0.15
H 0.036 -1.394 -1.310 -0.07 -0.05 -0.07
H 1.694 5.063 1.400 0.05 0.05 0.12
H 0.935 2.020 -0.600 0.00 -0.08 -0.04
H 4.076 -3.127 -0.683 0.09 -0.06 -0.05
H 0.203 2.870 -1.962 0.05 -0.08 -0.05
H -1.823 3.343 -0.635 0.06 -0.03 0.11
H -1.115 2.547 0.785 -0.04 0.08 -0.13
H -0.555 -1.017 1.418 0.04 -0.04 0.06
H 1.961 3.324 1.284 0.10 -0.10 0.08
H -3.029 -1.352 1.593 -0.05 -0.10 -0.15
H -1.984 -0.664 -2.357 -0.08 -0.10 -0.04
H -0.025 -2.600 2.002 -0.07 0.10 0.01
```
Forces are in eV/Å.

Summary:
LUMO level	0.7	eV
SMILES	CCCCNC(=O)N1CCN(Cc2ccc(F)cc2)CC1
relative energy (zero: lowest compared OMol25 entry of this formula, charge and spin)	5.9	kcal/mol
gap between HOMO and LUMO	9.0	eV

Charges per atom according to Löwdin partitioning, unit e: 0.051 0.038 0.078 -0.048 -0.156 -0.007 -0.162 -0.105 -0.203 -0.143 -0.543 -0.263 -0.227 -0.001 -0.121 -0.278 -0.035 -0.189 -0.133 -0.140 -0.028 0.113 0.121 0.111 0.123 0.119 0.120 0.104 0.120 0.122 0.116 0.105 0.067 0.115 0.070 0.094 0.117 0.109 0.129 0.110 0.109 0.064 0.114 0.109 0.135